{"formula": "C12H27S", "method": "the ωB97M-V functional and the def2-TZVPD basis", "charge": 1, "gap_ha": 0.368, "species": ["S", "C", "C", "C", "C", "C", "C", "C", "C", "C", "C", "C", "C", "H", "H", "H", "H", "H", "H", "H", "H", "H", "H", "H", "H", "H", "H", "H", "H", "H", "H", "H", "H", "H", "H", "H", "H", "H", "H", "H"], "coordinates": [[-2.435, -1.733, -1.954], [1.993, 1.922, -0.938], [1.469, -0.549, -0.510], [1.113, 2.513, 0.178], [-0.393, 2.210, 0.044], [-1.020, 1.653, 1.320], [-2.845, 0.313, 0.206], [2.015, -1.976, -0.444], [-2.522, 1.405, 1.227], [-1.723, -1.965, -0.283], [-2.463, -1.085, 0.726], [2.546, 0.522, -0.667], [2.702, -2.298, 0.884], [-1.831, -3.031, -0.084], [3.409, -3.121, 0.781], [-3.048, 2.327, 0.970], [-3.339, -1.613, 1.106], [-1.767, -0.976, 1.561], [-0.523, 0.715, 1.589], [3.196, 0.233, -1.501], [0.771, -0.459, -1.359], [-0.659, -1.730, -0.342], [-2.280, 0.544, -0.709], [2.827, 2.599, -1.134], [3.259, -1.440, 1.264], [1.264, 3.593, 0.197], [1.193, -2.688, -0.596], [-3.902, 0.340, -0.067], [0.894, -0.353, 0.401], [-1.952, -2.840, -2.551], [1.417, 1.886, -1.873], [-0.513, 1.503, -0.786], [-0.949, 3.110, -0.240], [1.974, -2.584, 1.646], [3.173, 0.554, 0.230], [-0.817, 2.341, 2.146], [1.460, 2.145, 1.151], [-1.504, -0.941, -2.518], [-2.902, 1.085, 2.202], [2.710, -2.131, -1.275]], "mulliken_charge": [-0.001, -0.961, 0.510, -0.913, -0.305, -0.395, -0.418, -0.509, -1.309, 0.225, -0.691, -0.750, -1.216, 0.616, 0.384, 0.437, 0.394, 0.405, 0.131, 0.369, -0.059, -0.548, 0.344, 0.406, 0.292, 0.396, 0.245, 0.356, -0.151, 0.309, 0.358, 0.051, 0.531, 0.299, 0.286, 0.421, 0.441, 0.283, 0.313, 0.423]}

---

{"formula": "C41H38CaN5O2PS", "method": "the ωB97M-V functional and the def2-TZVPD basis", "relative_energy_kj_mol": 148.0, "gap_ha": 0.217, "species": ["Ca", "S", "P", "O", "O", "N", "N", "N", "N", "N", "C", "C", "C", "C", "C", "C", "C", "C", "C", "C", "C", "C", "C", "C", "C", "C", "C", "C", "C", "C", "C", "C", "C", "C", "C", "C", "C", "C", "C", "C", "C", "C", "C", "C", "C", "C", "C", "C", "C", "C", "C", "H", "H", "H", "H", "H", "H", "H", "H", "H", "H", "H", "H", "H", "H", "H", "H", "H", "H", "H", "H", "H", "H", "H", "H", "H", "H", "H", "H", "H", "H", "H", "H", "H", "H", "H", "H", "H", "H"], "coordinates": [[0.580, 0.355, 0.351], [1.443, -3.138, 0.289], [-2.147, 0.847, -0.023], [1.238, -0.074, 2.277], [5.348, 0.162, 3.361], [3.362, 0.403, 1.446], [3.066, -3.054, -1.905], [2.759, 0.311, 0.237], [4.012, -2.643, 0.096], [1.351, -0.013, -2.009], [0.287, 2.712, -0.077], [-2.219, 5.292, 1.131], [-1.899, -1.810, 3.104], [4.335, 0.349, 4.247], [-6.372, -0.118, -1.638], [-1.914, 0.385, 4.074], [-5.454, 0.587, -2.407], [-2.116, 0.122, 1.675], [-3.408, 3.280, 0.633], [-3.206, 1.649, -2.791], [-1.023, 4.667, 0.834], [0.835, -3.476, -2.948], [3.354, 0.641, -0.839], [-2.011, -1.277, 1.822], [2.211, -3.276, -3.011], [2.613, 0.450, -2.104], [0.115, -3.663, -4.123], [2.989, 0.299, 3.841], [-4.188, 0.901, -1.920], [4.639, 0.559, 5.591], [-2.203, 2.637, 0.336], [1.161, 0.031, -4.393], [-1.846, -0.993, 4.222], [2.116, -3.464, -5.418], [0.654, -0.211, -3.127], [3.641, 0.703, 6.537], [-6.034, -0.510, -0.354], [3.190, 0.726, -3.334], [2.004, 0.428, 4.822], [-3.848, 0.502, -0.614], [-2.042, -2.223, 0.639], [2.863, -2.920, -0.570], [2.840, -3.275, -4.255], [0.742, -3.659, -5.361], [-2.054, 0.936, 2.810], [2.309, 0.627, 6.155], [-4.777, -0.200, 0.153], [2.478, 0.162, 2.440], [-3.432, 4.612, 1.007], [-0.966, 3.336, 0.365], [2.456, 0.512, -4.491], [4.206, 1.103, -3.375], [-2.847, 2.552, -2.297], [0.208, 2.433, -1.142], [-2.216, 6.330, 1.445], [-7.346, -0.361, -2.046], [4.359, 1.054, -0.845], [1.140, 3.383, 0.046], [-0.095, 5.221, 0.922], [-2.115, 2.011, 2.698], [3.897, -2.318, 1.042], [0.169, -3.808, -6.270], [-5.719, 0.893, -3.415], [4.800, -2.246, -0.392], [-1.739, -1.432, 5.207], [0.335, -3.483, -1.994], [-3.069, -2.496, 0.385], [-3.666, 1.932, -3.737], [2.889, 0.716, -5.462], [-4.519, -0.497, 1.162], [3.913, -3.111, -4.313], [-1.854, 1.034, 4.939], [-0.357, -0.590, -2.999], [4.021, -2.922, -2.188], [-1.493, -3.135, 0.865], [-0.955, -3.820, -4.060], [-6.746, -1.056, 0.256], [-2.333, 1.028, -3.010], [-4.339, 2.724, 0.590], [0.974, 0.378, 4.491], [-1.838, -2.886, 3.222], [5.683, 0.606, 5.892], [2.627, -3.459, -6.373], [-4.373, 5.111, 1.211], [-1.601, -1.779, -0.257], [1.520, 0.731, 6.889], [3.908, 0.869, 7.573], [6.180, 0.256, 3.833], [0.559, -0.153, -5.272]], "mulliken_charge": [1.802, -0.330, 1.854, -0.919, -0.490, -1.436, -0.030, 1.128, -0.457, 0.988, -2.081, -0.559, -0.815, 1.454, -0.728, -0.861, -0.872, 0.035, -0.539, -1.190, -0.955, -0.421, -1.750, 1.487, 0.712, 1.633, -0.610, -0.403, 0.921, -0.901, -0.207, -1.025, -0.589, -0.624, -0.865, -0.524, -0.876, -1.201, -0.391, 0.813, -1.653, 0.451, -0.504, -0.619, -1.039, -0.745, -0.763, 0.375, -0.809, 1.602, -0.482, 0.514, 0.261, 0.432, 0.390, 0.377, 0.302, 0.412, 0.396, 0.332, 0.178, 0.399, 0.401, 0.225, 0.378, 0.388, 0.406, 0.465, 0.434, 0.505, 0.310, 0.420, 0.599, 0.180, 0.508, 0.415, 0.444, 0.054, 0.414, 0.322, 0.436, 0.252, 0.389, 0.397, 0.032, 0.412, 0.381, 0.309, 0.535]}

---

{"formula": "C3H36NO15", "method": "the ωB97M-V functional and the def2-TZVPD basis", "multiplicity": 2, "relative_energy_kj_mol": 142.1, "gap_ha": [0.083, 0.306], "species": ["O", "O", "O", "O", "O", "O", "O", "O", "O", "O", "O", "O", "O", "O", "O", "N", "C", "C", "C", "H", "H", "H", "H", "H", "H", "H", "H", "H", "H", "H", "H", "H", "H", "H", "H", "H", "H", "H", "H", "H", "H", "H", "H", "H", "H", "H", "H", "H", "H", "H", "H", "H", "H", "H", "H"], "coordinates": [[2.684, 0.855, 0.090], [3.551, -1.678, 0.494], [-0.883, -1.204, -1.421], [-2.269, 2.423, 1.230], [-1.895, 0.653, 4.258], [-0.176, 4.103, 0.174], [-0.932, -3.125, 0.730], [-1.238, 2.767, -1.866], [-3.553, 1.907, -1.148], [2.061, 1.977, -2.550], [-0.062, 1.657, -3.974], [1.857, -2.450, -1.882], [-3.384, -0.537, -0.730], [0.540, -4.820, -1.087], [1.744, -3.616, 1.035], [-0.084, -0.149, 2.915], [-0.554, 0.110, 4.268], [0.492, 0.785, 2.036], [0.062, 1.072, 0.828], [1.813, -3.273, -2.382], [2.535, -3.961, 1.494], [-0.667, 0.370, 0.281], [2.717, 2.502, -3.093], [0.015, -4.111, -0.720], [-0.593, 3.657, -0.594], [-0.500, -3.504, 1.514], [3.484, -1.973, -0.440], [-3.275, 2.167, -0.215], [2.449, 1.965, -1.682], [-2.652, 2.289, -1.623], [-0.156, 1.034, 4.683], [-0.931, -1.454, -0.481], [-3.364, 0.851, -1.166], [-4.174, -0.996, -0.422], [0.676, 1.607, 0.127], [-2.531, 0.053, 3.891], [3.562, 0.570, 0.350], [2.148, -1.649, -2.315], [1.378, -4.571, -0.644], [2.156, 0.042, -0.019], [-1.790, 1.939, 1.903], [4.294, -2.004, 0.968], [-0.627, -0.882, 2.508], [-1.749, 3.245, 1.132], [-2.821, -1.135, -1.244], [0.752, 4.190, -0.028], [-0.729, 2.337, -2.657], [-1.892, -3.294, 0.973], [1.483, 1.198, 2.438], [1.721, -2.669, 1.255], [-0.670, -0.900, 4.698], [0.049, -1.425, -1.616], [-1.266, 3.689, -2.185], [0.670, 1.026, -3.768], [0.524, 2.342, -4.323]], "mulliken_charge": [-0.496, -0.517, -0.564, -0.773, -0.524, -0.608, -0.263, -1.122, -0.611, -0.153, -0.484, -0.466, -0.472, -0.769, -0.633, -0.011, -0.622, 0.353, -1.192, 0.155, 0.274, 0.323, 0.240, 0.331, 0.458, 0.182, 0.267, 0.459, 0.057, 0.604, 0.333, 0.168, 0.528, 0.243, -0.027, 0.279, 0.188, 0.282, 0.329, 0.247, 0.334, 0.227, 0.147, 0.344, 0.322, 0.249, 0.392, 0.206, 0.314, 0.242, 0.404, 0.013, 0.330, 0.141, 0.343]}